Below is a structure of composition CHCl3N2 at a distorted geometry, with properties calculated with wB97M-V/def2-TZVPD.

Each line ends with the Mulliken charge.
Cartesian coordinates (Å):
Cl -0.20 2.03 1.56  -0.043
Cl 1.54 -0.52 -0.46  0.055
Cl -1.04 -2.88 -0.15  -0.196
N -0.05 1.56 -1.13  -0.356
N 0.27 -1.19 0.35  -0.265
C -0.01 1.89 -0.03  0.413
H -0.51 -0.87 -0.15  0.392

Properties
HOMO (alpha / beta) in Ha: -0.389 / -0.390
LUMO level (alpha / beta) in eV: -2.547 / -2.285
Total charge: 0



Below is a cluster of 2 separate species, CHCl3N6 in total at a distorted geometry, with properties calculated with wB97M-V/def2-TZVPD.

Each line ends with the Mulliken charge.
Cartesian coordinates (Å):
Cl -0.03 1.69 0.48  -0.186
Cl -2.82 2.28 -0.20  -0.111
Cl -1.23 1.30 -2.22  -0.116
N 2.20 -0.68 0.21  1.107
N 1.65 -0.77 -0.75  -0.565
N 2.82 -0.48 1.15  -0.831
N -0.85 -2.23 -0.11  -0.451
N -1.89 -0.17 -0.04  -0.530
N -1.22 -1.17 -0.16  0.871
C -1.53 1.09 -0.51  0.498
H 2.91 -0.87 2.14  0.314

Properties
HOMO in Ha: -0.375
LUMO level in eV: 0.041
Total charge: 0



Below is a cluster of 2 separate species, CHCl3O in total at a distorted geometry, with properties calculated with wB97M-V/def2-TZVPD.

Each line ends with the Mulliken charge.
Cartesian coordinates (Å):
Cl -0.97 -0.13 -1.22  -0.104
Cl 1.85 -0.65 -1.32  -0.103
Cl -1.68 1.62 1.12  0.167
O -0.29 1.06 1.60  -0.278
C 0.47 -0.71 -0.57  -0.048
H 0.61 -1.19 0.40  0.367

Properties
HOMO (alpha / beta) in Ha: -0.294 / -0.377
LUMO level (alpha / beta) in eV: -2.128 / -0.266
Total charge: 0



Result set for energy relative to the best compared isomer or geometry (same formula, charge and spin): 44.8, 0.0, 67.0 kcal per mole, one per record in the order listed.